1.
# C2H6N2O2

One molecule with the formula C2H6N2O2 (ωB97M-V with the def2-TZVPD basis set, the OMol25 dataset).

XYZ file:
```
12
Properties=species:S:1:pos:R:3:forces:R:3
N 0.0906 0.8905 -2.0170 -0.52 0.08 0.10
N 0.1142 0.9710 -0.6116 -2.46 -0.84 -0.27
C -0.6589 -0.0827 0.2814 3.79 3.52 -3.87
O -1.6834 -0.6057 0.0233 -0.18 0.16 0.21
C 0.5555 -0.3653 1.0326 -2.18 -4.99 4.54
O 0.0871 -1.6350 1.8682 1.30 1.35 -0.26
H 0.2015 -0.0843 -2.2967 -0.04 0.25 0.03
H -0.8068 1.2189 -2.3670 0.13 -0.12 -0.04
H 0.7592 1.6784 -0.2844 -0.26 -0.41 0.36
H 1.3811 -0.8166 0.4798 -0.34 0.51 -0.03
H 0.8078 0.4036 1.7625 0.28 0.13 -0.39
H -0.8479 -1.5728 2.1289 0.46 0.37 -0.37
```
Positions in Å, forces in eV/Å.

Total charge: 0
Lowest unoccupied orbital energy: 0.67 eV
Structure (SMILES): NNC(=O)CO
Spin multiplicity: 1
Energy above the lowest of the compared OMol25 structures with the same formula, charge and spin: 375.9 kJ/mol
HOMO energy: -9.5 eV
Max |F|: 7.09 eV Å⁻¹

=====

2.
# C36H42BrN3P2Si2Y

C36H42BrN3P2Si2Y as an isolated structure (ωB97M-V with the def2-TZVPD basis set, the OMol25 dataset).

XYZ file:
```
87
Properties=species:S:1:pos:R:3:forces:R:3
Y -0.4059 -0.0420 1.5490 0.45 0.04 0.30
C -2.8372 -3.6907 -0.8484 0.66 0.26 0.52
Si -1.5149 -3.2192 0.4446 -0.54 0.00 0.49
C -2.4124 -2.6470 2.0538 0.32 -0.21 -0.67
C -0.4318 -4.7348 0.8502 -0.38 0.75 -0.26
N -0.6813 -1.7265 0.0923 0.29 -0.56 -0.09
P 0.7589 -1.4156 -0.6384 1.14 0.72 0.42
C 1.3966 0.0922 0.0161 -2.03 -0.46 -1.09
P 0.5357 1.4867 -0.6415 1.26 -0.61 0.56
N -0.5297 1.8877 0.5372 -0.71 0.49 -0.31
Si -1.6241 3.2556 0.5593 -0.33 -0.01 0.59
C -1.1691 4.2534 2.1237 -0.30 -0.36 -0.78
C -3.3288 2.4021 0.7942 0.66 0.51 -0.08
C -1.6176 4.4136 -0.9488 0.15 -0.60 0.56
C -0.3981 1.3189 -2.1906 0.15 0.02 0.35
C -1.7077 0.8544 -2.0815 -0.02 0.19 0.13
C -2.5211 0.8130 -3.1975 -0.16 0.07 0.04
C -2.0347 1.2348 -4.4237 0.02 0.05 0.02
C -0.7067 1.6090 -4.5494 -0.05 0.04 -0.08
C 0.1207 1.6332 -3.4399 0.01 -0.04 0.08
C 1.6964 2.8750 -0.7432 -0.18 -0.11 0.05
C 2.5561 2.9342 0.3524 0.06 -0.13 0.05
C 3.3754 4.0297 0.5379 0.04 0.05 0.09
C 3.3419 5.0779 -0.3689 -0.08 -0.01 -0.06
C 2.4978 5.0165 -1.4653 0.10 0.15 0.01
C 1.6675 3.9236 -1.6526 0.02 -0.13 -0.04
C 1.9790 -2.6444 -0.0862 -0.27 -0.07 -0.08
C 2.5288 -3.6205 -0.9066 -0.10 0.17 0.05
C 3.4068 -4.5530 -0.3799 0.14 -0.15 0.10
C 3.7282 -4.5260 0.9672 -0.05 0.00 -0.09
C 3.1842 -3.5507 1.7908 -0.09 0.08 0.14
C 2.3176 -2.6108 1.2655 -0.11 0.05 -0.05
C 0.6040 -1.5945 -2.4275 0.03 0.12 0.27
C 1.7183 -1.3928 -3.2353 -0.02 -0.04 0.00
C 1.5859 -1.4804 -4.6096 0.06 -0.02 -0.01
C 0.3440 -1.7337 -5.1727 -0.04 -0.02 -0.02
C -0.7706 -1.8971 -4.3680 0.07 -0.07 -0.03
C -0.6412 -1.8329 -2.9925 0.23 -0.18 0.04
H -3.5225 -4.4240 -0.4356 -0.10 -0.17 0.14
H -2.3875 -4.1284 -1.7343 0.10 -0.07 -0.17
H -3.4245 -2.8288 -1.1555 -0.06 0.17 -0.02
H -3.1719 -3.3606 2.3501 -0.23 -0.07 0.21
H -2.9143 -1.6834 1.8980 -0.10 -0.03 -0.02
H -1.7172 -2.5534 2.8917 0.11 -0.02 0.13
H -1.0617 -5.5801 1.1079 -0.22 -0.14 0.04
H 0.2482 -4.5575 1.6796 0.07 0.10 0.09
H 0.1692 -5.0212 -0.0075 0.11 -0.06 -0.15
H -1.2915 3.6704 3.0315 -0.08 -0.16 0.16
H -1.8124 5.1199 2.2052 -0.18 0.30 0.10
H -0.1409 4.6008 2.0865 0.20 0.03 -0.10
H -3.2479 1.5383 1.4656 -0.02 0.05 0.05
H -3.7215 2.0497 -0.1549 -0.03 -0.09 -0.18
H -4.0592 3.0839 1.2116 -0.26 0.12 0.17
H -0.6827 4.9644 -0.9943 0.11 0.09 0.02
H -2.4229 5.1379 -0.8764 -0.21 0.08 0.11
H -1.7371 3.8695 -1.8814 -0.04 -0.11 -0.15
H -2.0709 0.5135 -1.1136 -0.06 0.17 -0.25
H -3.5388 0.4614 -3.1170 -0.12 -0.02 0.04
H -2.6872 1.2614 -5.2826 -0.05 -0.06 -0.11
H -0.3215 1.8987 -5.5135 0.09 0.01 -0.14
H 1.1660 1.8856 -3.5444 0.05 0.12 -0.02
H 2.5674 2.0987 1.0485 0.10 0.14 -0.09
H 4.0357 4.0780 1.3913 0.05 -0.03 0.06
H 3.9656 5.9442 -0.2160 0.11 0.09 -0.02
H 2.4799 5.8323 -2.1712 -0.02 0.08 -0.10
H 1.0046 3.9012 -2.5043 -0.09 0.02 -0.02
H 2.2754 -3.6481 -1.9562 -0.04 -0.05 -0.07
H 3.8391 -5.3094 -1.0181 0.02 -0.05 -0.06
H 4.3979 -5.2637 1.3803 0.10 -0.07 0.02
H 3.4375 -3.5327 2.8406 0.04 0.03 0.09
H 1.8952 -1.8197 1.8966 0.28 -0.26 -0.09
H 2.6715 -1.1573 -2.7794 0.09 -0.01 -0.03
H 2.4429 -1.3475 -5.2497 0.15 0.05 -0.06
H 0.2397 -1.7897 -6.2456 0.02 -0.01 -0.11
H -1.7378 -2.0666 -4.8122 -0.15 -0.04 -0.07
H -1.4953 -1.9471 -2.3458 -0.13 -0.03 0.00
Br -0.2945 0.0132 8.8202 0.03 0.00 -0.43
C -0.2022 0.0011 6.9350 0.01 0.02 -0.12
C -0.4922 1.1466 6.2009 0.05 -0.17 0.21
C -0.4217 1.0823 4.8239 -0.04 0.16 -0.09
N -0.0909 -0.0252 4.1490 -0.09 -0.05 -0.40
C 0.1990 -1.1155 4.8686 0.04 -0.18 -0.05
C 0.1575 -1.1538 6.2479 -0.04 0.18 0.18
H -0.7679 2.0631 6.6940 -0.03 0.13 0.02
H -0.6398 1.9622 4.2261 0.01 -0.01 0.08
H 0.4773 -2.0046 4.3107 -0.01 0.01 0.05
H 0.3963 -2.0589 6.7797 0.04 -0.13 0.02
```
Positions in Å, forces in eV/Å.

Total charge: +1
Lowest unoccupied orbital energy: -2.91 eV
Spin multiplicity: 1
Energy above the lowest of the compared OMol25 structures with the same formula, charge and spin: 73.4 kJ/mol
HOMO energy: -10.2 eV
Max |F|: 2.35 eV Å⁻¹

=====

3.
# C28H46HfN5O4P2S3

C28H46HfN5O4P2S3 as an isolated structure (ωB97M-V with the def2-TZVPD basis set, the OMol25 dataset).

XYZ file:
```
89
Properties=species:S:1:pos:R:3:forces:R:3
Hf 14.7257 -18.6186 0.9901 0.01 3.49 -0.81
O 15.4159 -17.5867 -0.8356 -0.38 -3.29 0.44
C 15.3996 -18.7520 -1.4374 0.82 -0.23 -1.07
O 15.1964 -19.8712 -0.7487 -0.01 3.21 -0.25
C 15.5723 -18.7730 -2.9371 1.88 -0.35 0.81
P 13.9141 -18.3847 -3.6681 -0.04 0.56 -0.66
C 13.9435 -19.3988 -5.1577 -0.37 -0.67 -0.95
C 13.3610 -18.9132 -6.3436 -0.41 -0.28 0.06
C 13.0501 -19.7859 -7.3874 0.61 0.02 0.30
C 13.4273 -21.1336 -7.3493 -0.21 0.71 0.50
C 14.0432 -21.6128 -6.2097 0.69 -0.15 0.61
C 14.2885 -20.7542 -5.1235 -0.07 -0.09 -0.03
C 14.2494 -16.7129 -4.3198 0.28 0.72 -0.21
C 15.0271 -16.3699 -5.4714 -0.50 -0.36 1.17
C 15.2438 -15.0371 -5.7714 0.15 0.03 -0.22
C 14.6710 -14.0322 -4.9946 0.78 0.55 -0.17
C 13.9566 -14.3489 -3.8723 -0.21 -0.32 0.57
C 13.7629 -15.6797 -3.5202 0.02 -0.16 -0.55
H 15.9768 -19.7649 -3.2801 -0.56 0.91 0.44
H 16.3204 -17.9696 -3.2139 -0.93 -0.84 0.28
H 13.1087 -17.8585 -6.4621 -0.04 -0.32 0.15
H 12.5550 -19.3685 -8.2415 -0.11 -0.01 -0.41
H 13.2492 -21.8025 -8.1689 -0.16 -0.05 -0.31
H 14.3822 -22.6601 -6.1766 -0.23 0.61 0.10
H 14.7725 -21.1273 -4.2225 -0.14 -0.28 -0.19
H 15.4799 -17.1626 -6.0476 0.03 0.01 -0.21
H 15.8966 -14.7316 -6.5885 -0.24 -0.31 0.05
H 14.9144 -12.9873 -5.2064 -0.29 -0.36 -0.09
H 13.5768 -13.5877 -3.2177 -0.14 0.33 0.07
H 13.2292 -15.9177 -2.6137 -0.21 -0.01 0.18
C 15.1482 -23.2229 1.8941 -1.32 0.29 -0.03
C 14.7373 -21.7912 1.8227 1.18 3.80 -0.58
N 14.6660 -20.6019 1.7286 -0.44 -6.82 1.28
H 16.1181 -23.3161 2.3787 0.02 0.24 0.11
H 15.1887 -23.6773 0.8949 0.03 0.45 0.07
H 14.3811 -23.7882 2.4492 0.34 0.23 0.01
N 9.6116 -18.7946 -0.6561 0.18 1.27 -0.12
C 10.6465 -19.5700 -1.4156 -0.04 -0.57 -0.49
C 11.8274 -19.9729 -0.5388 0.34 0.01 -0.78
N 12.5310 -18.7705 0.0012 -0.58 -0.34 0.27
H 9.0281 -19.3561 -0.0539 -0.30 -0.55 0.25
H 8.9760 -18.2938 -1.3070 0.38 -0.15 0.45
H 10.0706 -18.0974 -0.0252 -0.51 0.01 -0.42
H 10.9732 -18.9602 -2.2832 -0.13 -0.25 0.58
H 10.1493 -20.4725 -1.7942 0.14 0.27 -0.02
H 12.4883 -20.5441 -1.2237 -0.12 0.39 0.55
H 11.5194 -20.6462 0.2697 0.12 0.27 -0.01
H 11.8840 -18.2983 0.6467 0.34 0.00 0.52
H 12.5648 -18.0683 -0.7301 0.46 0.11 -0.69
C 20.0166 -18.8587 1.6761 -0.38 -0.48 -0.04
N 19.3423 -17.5812 1.4214 -0.44 -1.57 0.50
C 20.0455 -16.4703 0.8255 0.68 0.86 -0.16
C 18.9437 -15.4125 0.7869 0.14 1.48 -0.48
N 17.7907 -16.0615 1.3559 -1.87 -0.89 0.57
C 18.0494 -17.3350 1.6499 0.99 0.58 -0.35
S 16.9511 -18.5156 2.3288 -0.01 -0.05 -0.31
H 19.9942 -19.0508 2.7458 0.23 -0.08 0.08
H 21.0583 -18.8359 1.3216 -0.54 0.19 0.11
H 19.4735 -19.6875 1.1824 0.35 0.46 0.11
H 20.3638 -16.7317 -0.1992 0.13 0.02 0.54
H 20.9325 -16.1228 1.4298 -0.91 -0.62 -0.57
H 18.6737 -15.1443 -0.2338 0.32 0.32 -0.01
H 19.2074 -14.5124 1.3651 -0.16 -0.30 -0.34
H 16.8160 -15.7254 1.2873 0.98 -0.16 0.15
C 15.2921 -15.1168 4.9709 0.62 0.79 -0.16
C 14.0311 -14.6108 4.3268 0.02 0.06 -0.10
C 13.1384 -13.8537 5.2822 -0.75 0.22 0.03
O 13.2591 -15.8152 3.9624 -1.04 -1.32 -1.65
P 12.8602 -16.4651 2.5526 -0.16 2.15 0.53
S 10.9740 -16.2824 1.9702 0.82 -0.40 0.41
S 14.2311 -15.9930 1.1518 0.14 -0.56 -0.38
O 13.2783 -18.0180 2.7162 0.28 -1.86 1.35
C 12.8029 -18.6637 4.1205 -0.86 0.16 -1.05
C 11.6503 -19.6047 3.7911 0.02 0.76 -0.16
C 14.0020 -19.2791 4.7492 0.25 -0.75 -0.61
H 15.8218 -14.2605 5.4100 -0.03 -0.19 -0.15
H 15.9724 -15.6042 4.2667 -0.15 -0.04 0.00
H 15.0563 -15.7796 5.7820 -0.14 -0.43 0.38
H 14.2505 -14.0418 3.3972 -0.25 -0.28 0.56
H 12.7881 -14.4567 6.1382 0.29 -0.11 -0.51
H 12.2372 -13.4899 4.7528 0.50 -0.02 0.32
H 13.6757 -13.0240 5.7324 0.03 0.26 -0.22
H 12.4156 -17.7815 4.6270 0.25 -0.13 0.20
H 11.9852 -20.4004 3.1412 0.19 -0.42 -0.13
H 10.8489 -19.0497 3.2665 0.30 -0.24 0.49
H 11.2652 -20.0423 4.7200 0.02 0.13 -0.20
H 14.1978 -20.2572 4.2815 0.10 0.36 0.05
H 13.8056 -19.5192 5.7809 -0.13 0.20 0.52
H 14.8858 -18.6533 4.6691 0.03 0.14 0.16
```
Positions in Å, forces in eV/Å.

Total charge: +3
Lowest unoccupied orbital energy: -8.87 eV
Spin multiplicity: 1
Energy above the lowest of the compared OMol25 structures with the same formula, charge and spin: 0.0 kJ/mol
HOMO energy: -14.8 eV
Max |F|: 6.95 eV Å⁻¹

=====

4.
# C9H14

A 2-piece molecular cluster, C9H14 overall (ωB97M-V with the def2-TZVPD basis set, the OMol25 dataset).

XYZ file:
```
23
Properties=species:S:1:pos:R:3:forces:R:3
C 1.7537 -1.9070 -0.9758 0.24 0.00 1.08
C 0.4673 -1.1329 -0.8285 0.37 0.27 -1.03
C 0.4871 0.2638 -0.9382 -0.33 -0.03 0.26
C -0.6896 0.9712 -1.0955 -0.33 0.46 0.04
C -1.9307 0.3429 -1.1312 0.45 -0.36 0.59
C -1.9468 -1.0340 -0.9611 -0.39 0.15 -0.16
C -0.7667 -1.7645 -0.8502 -0.42 0.13 -0.17
H 1.6060 -2.9471 -0.6845 0.01 -0.08 -0.28
H 2.5223 -1.5260 -0.2868 -0.15 0.05 -0.20
H 2.1738 -1.8427 -1.9812 -0.22 -0.07 0.00
H 1.3999 0.8453 -0.8810 0.20 -0.30 -0.11
H -0.6511 2.0503 -1.1747 0.07 0.05 -0.04
H -2.8510 0.9128 -1.1790 0.09 -0.04 -0.18
H -2.9045 -1.5452 -0.9555 0.13 -0.08 -0.01
H -0.8646 -2.8409 -0.8698 0.30 -0.13 0.22
C 1.3707 1.3109 2.8696 -0.69 0.39 -0.17
C 0.3101 2.3618 2.4720 0.21 0.48 0.46
H 1.3850 0.5497 2.0879 0.37 -0.13 0.26
H 2.3514 1.7462 3.0426 0.13 -0.06 -0.30
H 1.0663 0.8653 3.8129 0.10 -0.30 0.00
H -0.0403 2.2534 1.4511 -0.07 -0.19 -0.09
H 0.6658 3.3957 2.5586 0.10 -0.21 0.05
H -0.5396 2.2892 3.1513 -0.16 0.00 -0.22
```
Positions in Å, forces in eV/Å.

Total charge: 0
Lowest unoccupied orbital energy: 1.04 eV
Structure (SMILES): Cc1ccccc1.CC
Spin multiplicity: 1
Energy above the lowest of the compared OMol25 structures with the same formula, charge and spin: 30.3 kJ/mol
HOMO energy: -9.1 eV
Max |F|: 1.12 eV Å⁻¹

=====

| no. | total energy (hartree) | gap between HOMO and LUMO (hartree) |
| --- | --- | --- |
| 1 | -339.6895 | 0.3721 |
| 2 | -5435.3280 | 0.2672 |
| 3 | -3593.9604 | 0.2183 |
| 4 | -351.3186 | 0.3724 |